This record from the OMol25 dataset describes a single C11H22N2 molecule at a distorted geometry. The level of theory is the ωB97M-V functional and the def2-TZVPD basis.

Cartesian coordinates (Å):
C  -2.233  2.076  -1.926
C  -2.014  0.633  -2.261
C  -0.873  -0.089  -1.573
C  -1.038  -0.378  -0.016
C  -2.174  -1.428  0.122
N  0.247  -0.769  0.485
C  1.111  -0.015  1.111
C  1.056  1.502  1.325
C  2.462  2.089  1.428
C  3.380  1.915  2.740
C  3.335  0.538  3.263
C  3.423  -0.438  2.087
N  2.232  -0.818  1.375
H  -2.759  2.190  -0.924
H  -1.281  2.535  -1.994
H  -2.932  2.580  -2.732
H  -1.813  0.643  -3.422
H  -2.994  0.167  -2.033
H  -0.721  -1.120  -1.988
H  0.025  0.432  -1.793
H  -1.327  0.467  0.525
H  -1.980  -2.339  -0.388
H  -3.157  -0.996  -0.071
H  -2.221  -1.652  1.159
H  0.521  1.991  0.468
H  0.578  1.717  2.358
H  3.008  1.799  0.462
H  2.415  3.191  1.355
H  3.293  2.672  3.540
H  4.444  2.027  2.579
H  4.191  0.392  3.998
H  2.338  0.423  3.852
H  3.642  -1.405  2.591
H  4.247  -0.190  1.528
H  2.089  -1.819  1.289

Relative energy (zero: lowest compared OMol25 entry of this formula, charge and spin) in kJ/mol: 224.24
Net charge: 0
Highest occupied orbital energy in Eh: -0.290
Lowest unoccupied orbital energy in eV: 0.89
SMILES: CCC[C@@H](C)/N=C1\CCCCCN1

***

This record from the OMol25 dataset describes a molecular structure, C49H62F2GeN7PRe at a distorted geometry. The level of theory is the ωB97M-V functional and the def2-TZVPD basis.

Cartesian coordinates (Å):
Re  0.069  0.066  0.604
F  -3.514  -2.956  -2.103
C  -3.103  -2.515  -0.918
C  -1.990  -1.688  -0.872
C  -1.562  -1.220  0.355
C  -2.215  -1.605  1.538
C  -3.324  -2.446  1.426
F  -3.973  -2.834  2.525
C  -3.793  -2.904  0.213
C  -1.630  -1.130  2.787
C  -2.128  -1.331  4.071
C  -1.458  -0.803  5.157
C  -0.287  -0.077  4.963
C  0.161  0.088  3.678
N  -0.484  -0.420  2.610
H  -1.469  -1.448  -1.786
H  -4.657  -3.552  0.158
H  -3.036  -1.894  4.213
H  -1.848  -0.955  6.155
H  0.266  0.339  5.793
H  1.072  0.626  3.466
N  -0.190  1.090  -0.881
P  -1.091  2.312  -1.540
N  -2.387  2.741  -0.655
C  -2.765  4.129  -0.340
C  -2.791  4.330  1.169
C  -3.730  3.319  1.823
C  -3.349  1.893  1.426
C  -3.310  1.751  -0.089
N  -0.111  3.610  -1.660
C  0.746  4.056  -0.565
C  2.210  3.982  -0.992
C  2.435  4.823  -2.250
C  1.481  4.402  -3.367
C  0.038  4.418  -2.884
N  -1.563  1.833  -3.010
C  -2.944  1.915  -3.521
C  -3.416  0.550  -3.997
C  -2.464  -0.002  -5.056
C  -1.035  -0.055  -4.520
C  -0.598  1.303  -3.993
H  -3.763  4.310  -0.754
H  -2.078  4.814  -0.831
H  -3.099  5.350  1.400
H  -1.774  4.199  1.560
H  -4.753  3.514  1.489
H  -3.727  3.432  2.907
H  -4.046  1.169  1.852
H  -2.350  1.669  1.832
H  -4.311  1.928  -0.500
H  -3.013  0.751  -0.404
H  0.527  3.457  0.325
H  0.493  5.092  -0.315
H  2.464  2.934  -1.212
H  2.854  4.344  -0.183
H  3.469  4.739  -2.585
H  2.267  5.875  -2.002
H  1.734  3.397  -3.719
H  1.583  5.079  -4.216
H  -0.643  4.043  -3.643
H  -0.267  5.444  -2.648
H  -2.951  2.621  -4.359
H  -3.588  2.324  -2.746
H  -4.426  0.645  -4.398
H  -3.464  -0.134  -3.141
H  -2.498  0.644  -5.939
H  -2.783  -0.993  -5.379
H  -0.339  -0.378  -5.296
H  -0.978  -0.783  -3.707
H  -0.543  2.019  -4.821
H  0.387  1.253  -3.528
N  5.168  1.781  1.694
C  4.143  2.607  2.420
C  2.833  1.831  2.521
N  2.317  1.373  1.222
C  3.357  0.634  0.488
C  4.665  1.387  0.331
H  5.374  0.933  2.231
H  6.049  2.294  1.619
H  4.023  3.526  1.847
H  4.535  2.855  3.404
H  2.098  2.470  3.010
H  2.985  0.954  3.157
H  2.046  2.181  0.662
H  2.990  0.377  -0.500
H  3.545  -0.306  1.013
H  4.546  2.311  -0.236
H  5.413  0.758  -0.152
C  1.085  -1.253  0.122
Ge  2.087  -2.974  -0.113
C  2.235  -3.568  1.727
C  2.220  -4.934  2.004
C  2.412  -5.390  3.303
C  2.618  -4.488  4.335
C  2.620  -3.122  4.075
C  2.429  -2.670  2.778
C  1.066  -4.179  -1.209
C  -0.177  -4.642  -0.772
C  -0.864  -5.590  -1.513
C  -0.311  -6.087  -2.687
C  0.929  -5.639  -3.120
C  1.620  -4.686  -2.383
C  3.811  -2.474  -0.859
C  3.903  -1.858  -2.110
C  5.141  -1.520  -2.641
C  6.302  -1.796  -1.926
C  6.222  -2.409  -0.682
C  4.981  -2.747  -0.149
H  2.057  -5.649  1.206
H  2.399  -6.452  3.507
H  2.775  -4.846  5.344
H  2.766  -2.420  4.888
H  2.398  -1.599  2.585
H  -0.602  -4.277  0.157
H  -1.825  -5.954  -1.172
H  -0.844  -6.834  -3.260
H  1.363  -6.037  -4.028
H  2.590  -4.347  -2.728
H  3.004  -1.658  -2.686
H  5.205  -1.067  -3.623
H  7.268  -1.558  -2.351
H  7.127  -2.654  -0.140
H  4.929  -3.245  0.813

Relative energy (zero: lowest compared OMol25 entry of this formula, charge and spin) in kJ/mol: 0.00
Net charge: +3
Highest occupied orbital energy in Eh: -0.562
Lowest unoccupied orbital energy in eV: -8.86

***

This record from the OMol25 dataset describes a single C2H5NO2S molecule at a distorted geometry. The level of theory is the ωB97M-V functional and the def2-TZVPD basis.

Cartesian coordinates (Å):
C  -0.986  -1.180  -0.002
O  0.448  -1.159  -0.298
C  1.207  -0.113  -0.045
S  2.819  -0.144  -0.188
N  0.585  1.056  0.396
O  -0.369  1.507  -0.579
H  -1.188  -0.820  1.044
H  -1.276  -2.231  -0.171
H  -1.455  -0.509  -0.693
H  1.364  1.714  0.544
H  -1.148  1.881  -0.007

Relative energy (zero: lowest compared OMol25 entry of this formula, charge and spin) in kJ/mol: 259.42
Net charge: 0
Highest occupied orbital energy in Eh: -0.318
Lowest unoccupied orbital energy in eV: 0.27
SMILES: COC(=S)NO

***

This record from the OMol25 dataset describes a molecular structure, C12H24IN5NiO3. The level of theory is the ωB97M-V functional and the def2-TZVPD basis.

Cartesian coordinates (Å):
Ni  0.670  -0.344  0.250
N  1.919  1.103  -0.716
C  2.573  0.831  -2.010
C  1.576  0.680  -3.151
C  0.702  -0.594  -3.089
C  -0.724  -0.398  -2.605
N  -0.803  0.032  -1.191
H  1.424  1.983  -0.745
H  2.590  1.193  0.031
H  3.117  -0.103  -1.891
H  3.298  1.607  -2.245
H  2.163  0.664  -4.069
H  0.941  1.581  -3.219
H  1.191  -1.338  -2.448
H  0.632  -1.037  -4.086
H  -1.267  -1.335  -2.705
H  -1.227  0.329  -3.242
H  -1.610  -0.339  -0.712
H  -0.929  1.029  -1.111
C  -1.704  -2.630  4.371
N  -0.855  -2.172  3.279
C  0.530  -1.838  3.614
C  -1.369  -2.107  2.043
O  -0.823  -1.691  1.016
H  -1.826  -1.844  5.117
H  -1.267  -3.501  4.856
H  -2.686  -2.901  3.986
H  0.537  -1.152  4.464
H  1.036  -1.385  2.789
H  1.079  -2.741  3.881
H  -2.399  -2.470  2.000
I  2.429  -2.158  0.195
C  1.295  3.282  4.068
N  0.295  2.558  3.273
C  -1.048  2.767  3.496
C  -1.998  2.174  2.771
C  -1.604  1.291  1.677
O  -2.450  0.745  0.961
N  -0.244  1.082  1.480
C  0.717  1.690  2.262
O  1.931  1.485  2.125
H  1.001  3.276  5.115
H  1.399  4.314  3.735
H  2.245  2.782  3.958
H  -1.280  3.443  4.309
H  -3.049  2.339  2.963

Net charge: 0
Highest occupied orbital energy (alpha / beta) in Eh: -0.292 / -0.290
Lowest unoccupied orbital energy (alpha / beta) in eV: 0.59 / 0.58
Spin multiplicity: 3
⟨S²⟩: 2.00

***

This record from the OMol25 dataset describes a gas-phase ion, C19H15ClF3N2O5S2 (charge -1) at a distorted geometry. The level of theory is the ωB97M-V functional and the def2-TZVPD basis.

Cartesian coordinates (Å):
C  1.415  -0.720  3.779
C  1.140  -1.439  2.494
O  -0.061  -0.853  1.929
C  -0.243  -1.307  0.667
C  -1.385  -0.613  0.017
N  -2.130  -1.483  -0.680
C  -3.372  -1.444  -1.054
C  -4.071  -2.699  -1.374
C  -5.425  -2.816  -1.783
C  -5.990  -4.079  -1.983
C  -5.215  -5.233  -1.760
Cl  -5.916  -6.788  -1.969
C  -3.858  -5.128  -1.404
C  -3.294  -3.864  -1.234
O  0.412  -2.146  0.074
H  2.360  -1.097  4.185
H  1.502  0.353  3.594
H  0.620  -0.886  4.513
H  1.975  -1.307  1.788
H  0.958  -2.512  2.651
H  -1.921  0.141  0.655
H  -3.897  -0.468  -1.169
H  -6.022  -1.910  -1.914
H  -7.027  -4.190  -2.300
H  -3.248  -6.012  -1.253
H  -2.247  -3.746  -0.954
F  -2.106  2.008  -1.440
C  -1.032  2.116  -0.577
F  -0.412  3.282  -0.808
F  -1.538  2.180  0.704
S  0.059  0.721  -0.865
N  1.591  1.791  -0.497
C  2.159  2.567  -1.507
O  1.709  2.652  -2.640
C  3.323  3.266  -0.911
C  3.555  2.915  0.398
C  4.599  3.459  1.146
C  5.445  4.376  0.511
C  5.235  4.722  -0.833
C  4.171  4.181  -1.545
S  2.451  1.663  0.936
O  1.674  2.122  2.054
O  3.139  0.397  1.006
H  4.714  3.194  2.195
H  6.282  4.801  1.061
H  5.939  5.402  -1.319
H  3.982  4.432  -2.584

Net charge: -1
Highest occupied orbital energy in Eh: -0.132
Lowest unoccupied orbital energy in eV: 2.43

***

This record from the OMol25 dataset describes a molecular structure, C4H8O3. The level of theory is the ωB97M-V functional and the def2-TZVPD basis.

Cartesian coordinates (Å):
O  -1.490  1.609  -0.216
C  -1.665  0.320  -0.772
C  -0.898  -0.657  0.104
C  0.591  -0.438  -0.016
O  1.149  -0.419  -1.133
C  1.365  -0.211  1.152
O  2.860  -0.193  0.662
H  -1.838  2.256  -0.841
H  -1.262  0.262  -1.793
H  -2.728  0.037  -0.799
H  -1.110  -1.681  -0.227
H  -1.225  -0.554  1.145
H  2.325  0.731  0.980
H  1.281  -0.766  2.077
H  2.645  -0.297  -0.324

Relative energy (zero: lowest compared OMol25 entry of this formula, charge and spin) in kJ/mol: 413.59
Net charge: 0
Highest occupied orbital energy in Eh: -0.325
Lowest unoccupied orbital energy in eV: 0.79

***

| no. | E_tot (eV) |
| --- | --- |
| 1 | -14742.0318 |
| 2 | -135597.9474 |
| 3 | -18572.8806 |
| 4 | -75574.1340 |
| 5 | -75509.0083 |
| 6 | -10416.7169 |